Formula: C2H7N2S2
Source: OMol25
Level of theory: ωB97M-V with the def2-TZVPD basis set

For the energy above the lowest of the compared OMol25 structures with the same formula, charge and spin, the calculation gives 3.599 eV. For the LUMO energy, the calculation gives -4.9 eV. The calculation puts the frontier orbital gap at 7.7 eV. Its charge is +1. Its spin multiplicity is 1.

Last column: natural (NBO) charge in e.
Geometry (Å):
C (1.33, 0.37, -0.05)  -0.6865
C (-1.36, 0.05, 0.29)  0.1270
N (0.67, -2.13, 0.01)  -0.9809
N (-1.65, 1.03, -0.53)  -0.6283
S (2.27, 1.79, 0.03)  0.2417
S (2.02, -1.08, -0.20)  0.6982
H (-1.23, 0.35, 1.40)  0.2585
H (-1.35, -0.91, -0.16)  0.2444
H (0.21, -1.89, 0.87)  0.3672
H (1.01, -3.08, 0.15)  0.4019
H (1.32, 2.65, -0.01)  0.1008
H (-1.66, 2.00, -0.27)  0.4280
H (-1.57, 0.84, -1.52)  0.4281

=====

Formula: C2H7N3
Source: OMol25
Level of theory: ωB97M-V with the def2-TZVPD basis set

For the energy above the lowest of the compared OMol25 structures with the same formula, charge and spin, the calculation gives 4.175 eV. For the LUMO energy (alpha / beta), the calculation gives 0.6 / 0.4 eV. The calculation puts the frontier orbital gap (alpha / beta) at 8.5 / 8.4 eV. The structure (SMILES) is C/N=N\CN. Its spin multiplicity is 1.

Last column: natural (NBO) charge in e.
Geometry (Å):
C (0.21, -1.20, 1.05)  -0.4638
N (1.09, -0.65, 0.03)  -0.0897
N (0.71, -0.49, -1.21)  -0.1964
C (-0.36, 0.47, -1.19)  -0.1259
N (-0.01, 1.23, 0.06)  -0.8409
H (0.52, -2.24, 1.18)  0.2184
H (0.43, -0.69, 1.99)  0.2172
H (-0.86, -1.11, 0.84)  0.1755
H (-1.35, 0.02, -1.00)  0.1795
H (-0.34, 1.06, -2.12)  0.1879
H (-0.80, 1.74, 0.46)  0.3646
H (0.77, 1.86, -0.09)  0.3736

=====

Formula: C2H7N3
Source: OMol25
Level of theory: ωB97M-V with the def2-TZVPD basis set

For the energy above the lowest of the compared OMol25 structures with the same formula, charge and spin, the calculation gives 5.051 eV. For the LUMO energy, the calculation gives 0.5 eV. The calculation puts the frontier orbital gap at 8.7 eV. Its spin multiplicity is 1.

Last column: natural (NBO) charge in e.
Geometry (Å):
C (-1.00, -0.43, 0.55)  -0.4386
C (0.24, 1.59, 0.16)  -0.4400
N (0.68, -1.60, -0.98)  -0.3286
N (0.64, -0.65, -1.63)  0.0226
N (-0.70, 0.57, -0.33)  -0.3405
H (-0.74, -0.28, 1.60)  0.1862
H (-1.82, -1.06, 0.45)  0.2007
H (-0.06, -1.29, 0.35)  0.1979
H (1.09, 1.18, 0.80)  0.1610
H (0.54, 2.24, -0.67)  0.2107
H (-0.21, 2.12, 0.88)  0.1964
H (1.34, -2.38, -1.18)  0.3721

=====

Formula: C2H7N3
Source: OMol25
Level of theory: ωB97M-V with the def2-TZVPD basis set

For the energy above the lowest of the compared OMol25 structures with the same formula, charge and spin, the calculation gives 7.558 eV. For the LUMO energy, the calculation gives -1.4 eV. The calculation puts the frontier orbital gap at 8.1 eV. Its spin multiplicity is 1.

Last column: natural (NBO) charge in e.
Geometry (Å):
C (-1.57, -0.50, -0.15)  -0.6961
C (-0.32, 0.25, -0.04)  0.3542
H (-1.31, -1.66, 0.13)  0.2354
H (-2.37, -0.06, 0.53)  0.2421
H (-2.14, -0.20, -0.97)  0.2551
H (0.57, 1.77, 0.43)  0.2888
H (1.03, -1.71, 1.07)  0.1787
H (2.04, 0.43, -0.95)  0.3473
H (1.63, 0.77, 0.58)  0.2918
N (-0.40, 1.52, -0.14)  -0.6196
N (0.79, -0.60, -0.40)  -0.2843
N (2.04, -0.01, -0.08)  -0.5936

=====

Formula: C2H7N3
Source: OMol25
Level of theory: ωB97M-V with the def2-TZVPD basis set

For the energy above the lowest of the compared OMol25 structures with the same formula, charge and spin, the calculation gives 3.574 eV. For the LUMO energy, the calculation gives 0.8 eV. The calculation puts the frontier orbital gap at 9.5 eV. The structure (SMILES) is [H]/N=C\N(C)N. Its spin multiplicity is 1.

Last column: natural (NBO) charge in e.
Geometry (Å):
H (-2.65, 0.72, 0.34)  0.3299
N (-2.42, -0.30, 0.02)  -0.6878
C (-1.16, -0.50, -0.07)  0.2964
N (0.09, 0.12, -0.08)  -0.2886
C (1.33, -0.84, 0.07)  -0.4037
N (0.02, 1.41, -0.06)  -0.6113
H (-0.94, -1.57, -0.44)  0.1136
H (1.67, -0.71, 1.06)  0.1977
H (0.99, -1.82, -0.08)  0.2150
H (2.10, -0.40, -0.75)  0.1993
H (0.49, 1.80, -0.81)  0.3371
H (0.46, 2.11, 0.80)  0.3024

=====

Formula: C2H7N3O
Source: OMol25
Level of theory: ωB97M-V with the def2-TZVPD basis set

For the energy above the lowest of the compared OMol25 structures with the same formula, charge and spin, the calculation gives 1.351 eV. For the LUMO energy, the calculation gives 1.0 eV. The calculation puts the frontier orbital gap at 10.7 eV. The structure (SMILES) is [H]/N=C/N.NC=O. Its spin multiplicity is 1.

Last column: natural (NBO) charge in e.
Geometry (Å):
H (1.13, 2.49, -0.76)  0.3467
N (0.44, 1.86, -0.34)  -0.7560
C (0.99, 1.26, 0.64)  0.3026
N (0.29, 0.88, 1.77)  -0.7977
H (2.08, 1.26, 0.75)  0.1443
H (0.48, -0.12, 1.93)  0.3955
H (-0.71, 0.82, 1.57)  0.3741
N (-0.86, -0.93, -1.45)  -0.8715
C (-0.92, -1.85, -0.44)  0.5484
O (-0.35, -1.77, 0.62)  -0.6054
H (-0.57, 0.02, -1.21)  0.4141
H (-0.47, -1.18, -2.35)  0.3963
H (-1.52, -2.74, -0.71)  0.1086

=====

Formula: C2H7N3O
Source: OMol25
Level of theory: ωB97M-V with the def2-TZVPD basis set

For the energy above the lowest of the compared OMol25 structures with the same formula, charge and spin, the calculation gives 7.452 eV. For the LUMO energy, the calculation gives 0.8 eV. The calculation puts the frontier orbital gap at 9.6 eV. The structure (SMILES) is CN/N=C\NO. Its spin multiplicity is 1.

Last column: natural (NBO) charge in e.
Geometry (Å):
C (0.94, -1.59, 0.03)  -0.4563
N (-0.27, -1.03, 0.44)  -0.5807
N (0.03, 0.19, 1.43)  -0.3592
C (-0.12, 1.20, 0.71)  0.2270
N (-0.40, 1.33, -0.58)  -0.3780
O (-0.22, 0.24, -1.61)  -0.5909
H (1.67, -2.28, 0.86)  0.1723
H (1.41, -0.58, -0.47)  0.2434
H (0.98, -2.60, -0.74)  0.2121
H (-0.97, -1.50, 0.94)  0.3782
H (-0.42, 2.18, 1.23)  0.2031
H (-0.53, 2.26, -1.21)  0.4280
H (-0.85, -0.52, -1.15)  0.5011

=====

Formula: C2H7N3O
Source: OMol25
Level of theory: ωB97M-V with the def2-TZVPD basis set

For the energy above the lowest of the compared OMol25 structures with the same formula, charge and spin, the calculation gives 2.241 eV. For the LUMO energy, the calculation gives 0.6 eV. The calculation puts the frontier orbital gap at 9.8 eV. The structure (SMILES) is CN(N)C(N)=O. Its spin multiplicity is 1.

Last column: natural (NBO) charge in e.
Geometry (Å):
C (-1.57, 0.63, -0.65)  -0.4372
N (-0.37, 0.44, 0.16)  -0.3230
N (-0.10, 1.18, 1.28)  -0.6175
C (0.61, -0.50, -0.07)  0.7632
N (0.19, -1.42, -0.98)  -0.8499
O (1.72, -0.56, 0.46)  -0.6256
H (-2.42, -0.11, -0.30)  0.1998
H (-2.00, 1.62, -0.44)  0.2172
H (-1.37, 0.59, -1.80)  0.2062
H (-0.21, 2.18, 1.01)  0.3384
H (-0.69, 1.04, 2.14)  0.3482
H (1.07, -1.78, -1.51)  0.3938
H (-0.46, -1.22, -1.78)  0.3864

=====

The lowest energy above the lowest of the compared OMol25 structures with the same formula, charge and spin belongs to which entry?
number 6

=====

The highest energy above the lowest of the compared OMol25 structures with the same formula, charge and spin belongs to which entry?
number 4

=====

What is the energy above the lowest of the compared OMol25 structures with the same formula, charge and spin in the eighth record?
2.241 eV